15
Properties=species:S:1:pos:R:3:forces:R:3:lowdin_charge:R:1 method="wB97M-V/def2-TZVPD" spin_multiplicity=1 energy_ev=-10311.6096 homo_energy_ev=-7.598 de_lowest_kcal_mol=123.20
C 0.8751 1.8557 -0.0165 -0.12 0.01 0.03 -0.15
N -0.6253 0.4265 -1.2147 -0.21 -0.19 -0.04 -0.05
N 0.6881 0.7744 -0.9826 -0.04 -0.75 0.65 -0.15
C -0.1571 -1.1664 0.4078 -0.50 -0.18 0.32 -0.47
C -1.0869 -0.6290 -0.5440 0.76 0.18 -0.16 -0.02
O 0.0903 -0.5210 1.6351 0.05 0.07 -0.15 -0.02
O -0.4001 -2.5383 0.5978 -0.03 0.09 0.05 0.00
H 0.4514 -2.9750 0.7037 -0.06 0.03 -0.04 0.10
H -0.6983 -0.6194 2.1877 0.08 -0.04 -0.09 0.10
H -0.9727 0.5784 -2.1581 0.02 -0.02 0.20 0.15
H 0.8660 -0.4050 -0.3165 0.01 0.88 -0.66 0.17
H -1.8870 -1.2128 -0.9838 -0.02 0.04 -0.02 0.13
H 0.2895 1.7441 0.9009 0.01 -0.04 -0.06 0.06
H 0.6358 2.8233 -0.4720 0.07 -0.07 0.01 0.06
H 1.9312 1.8646 0.2553 -0.03 -0.01 -0.04 0.07


15
Properties=species:S:1:pos:R:3:forces:R:3:lowdin_charge:R:1 method="wB97M-V/def2-TZVPD" spin_multiplicity=1 energy_ev=-10312.9244 homo_energy_ev=-8.526 de_lowest_kcal_mol=92.89
C -0.3139 1.1647 -0.6385 0.10 0.39 0.36 -0.02
C -0.4785 0.2912 0.6486 0.22 0.10 0.05 -0.35
C -0.3426 -0.8585 -0.3036 -0.33 0.08 0.53 -0.02
N -0.2113 -0.1201 -1.3584 -0.20 0.01 0.04 -0.29
N -1.7054 0.3382 1.3948 -0.33 0.01 0.15 0.04
O -0.0396 -0.3232 -2.5652 0.25 -0.15 -0.72 -0.05
O 2.3496 -1.0763 0.2647 0.13 0.03 0.17 -0.05
H -1.1793 1.7550 -0.9373 -0.04 -0.11 -0.01 0.12
H 0.5953 1.7572 -0.7101 0.09 -0.05 -0.10 0.12
H 0.3543 0.3896 1.3512 -0.02 0.02 -0.19 0.13
H -0.3319 -1.9254 -0.2103 0.04 -0.28 -0.16 0.13
H 3.0522 -1.2893 0.8898 -0.01 -0.05 -0.22 0.05
H -1.7807 1.1925 1.9349 -0.05 -0.08 -0.05 0.07
H -2.5158 0.2551 0.7894 0.06 0.06 0.08 0.08
H 2.5476 -1.5508 -0.5500 0.09 0.02 0.08 0.05


15
Properties=species:S:1:pos:R:3:forces:R:3:lowdin_charge:R:1 method="wB97M-V/def2-TZVPD" spin_multiplicity=1 energy_ev=-10316.6237 homo_energy_ev=-9.723 smiles="O=C1NCCO1.N" de_lowest_kcal_mol=7.58
O 0.3173 -2.0835 -0.0180 0.18 0.46 0.05 0.08
C 0.6625 -0.9270 0.0724 -0.16 -0.29 -0.03 -0.57
N 0.1081 0.1681 -0.5256 -0.09 -0.19 0.04 0.08
C 0.8114 1.3806 -0.1709 0.07 0.15 0.04 -0.14
C 1.6596 0.8827 1.0084 0.04 0.25 0.04 -0.14
O 1.7253 -0.5334 0.8321 0.00 -0.13 -0.06 0.03
H -0.8851 0.1074 -0.7553 0.23 0.02 0.03 0.10
H 0.1315 2.1870 0.1179 0.09 -0.13 -0.01 0.12
H 1.4361 1.7338 -1.0009 -0.09 -0.04 0.11 0.12
H 1.1727 1.0930 1.9686 0.08 -0.04 -0.12 0.12
H 2.6763 1.2762 1.0238 -0.12 -0.03 -0.03 0.12
N -2.4551 -1.0782 -0.2326 -0.19 -0.17 0.05 0.02
H -1.8136 -1.8574 -0.3826 -0.08 0.08 -0.01 0.01
H -3.3560 -1.3317 -0.6256 0.09 0.03 0.02 0.02
H -2.5797 -1.0228 0.7751 -0.03 0.02 -0.11 0.03


15
Properties=species:S:1:pos:R:3:forces:R:3:lowdin_charge:R:1 method="wB97M-V/def2-TZVPD" spin_multiplicity=1 energy_ev=-10311.5820 homo_energy_ev=-10.348 smiles="C=C(C)[N+](=O)[O-].N" de_lowest_kcal_mol=123.84
C -0.2211 1.1418 0.8989 0.25 -1.47 -1.16 0.12
C -0.8544 0.5726 -0.1734 2.23 4.00 1.25 -0.32
C -0.4383 0.7967 -1.6117 0.98 -1.40 1.22 -0.02
N -1.8711 -0.3933 0.1173 1.68 -0.38 0.04 -0.42
O -1.8666 -0.8550 1.2300 -1.20 -0.52 0.97 0.06
O -2.4830 -0.7870 -0.8293 -1.66 -0.68 -0.95 0.11
H 0.6453 1.8576 0.7830 -1.36 -0.89 0.06 0.10
H -0.3816 0.5921 1.8472 -0.03 1.16 -0.38 0.09
H -0.0022 1.7512 -1.8449 0.64 0.41 0.70 0.08
H 0.3368 -0.0372 -1.7134 -1.03 1.14 -0.86 0.12
H -1.2460 0.7723 -2.2842 -0.99 -0.88 -0.87 0.06
N 0.7543 -2.0520 0.2284 1.12 1.03 3.46 0.07
H 0.3853 -2.6504 -0.4060 -1.09 -3.01 -2.22 -0.03
H 0.2488 -1.2353 -0.0011 -0.04 1.16 0.23 -0.07
H 0.4025 -2.3329 1.1816 0.48 0.32 -1.48 0.06


15
Properties=species:S:1:pos:R:3:forces:R:3:lowdin_charge:R:1 method="wB97M-V/def2-TZVPD" spin_multiplicity=1 energy_ev=-10315.8016 homo_energy_ev=-9.377 smiles="NC(=O)[C@H](N)CO" de_lowest_kcal_mol=26.54
N 2.1597 0.4265 0.0530 0.42 0.08 -0.12 0.15
C 0.9636 0.7926 -0.5253 0.40 -1.92 0.50 -0.49
O 0.9244 1.2194 -1.6519 -0.15 0.74 -0.16 0.06
C -0.3318 0.3506 0.2581 1.34 1.25 -2.00 -0.31
N -0.1423 -0.5965 1.3178 -0.60 -0.21 0.17 0.05
C -1.2212 -0.2199 -0.8671 -1.56 -0.05 2.02 -0.18
O -2.5281 -0.4283 -0.2815 -0.14 -0.38 -0.74 -0.08
H 2.2261 -0.1589 0.8617 -0.46 -0.01 0.19 0.07
H 2.9550 0.2883 -0.5545 -0.20 0.48 -0.19 0.11
H -0.7650 1.2906 0.6156 -0.21 -0.20 0.16 0.15
H 0.5617 -0.3650 1.9970 -0.07 0.13 0.12 0.07
H -0.0484 -1.5524 1.0040 0.12 0.07 -0.07 0.09
H -1.4361 0.4293 -1.7105 0.81 0.12 0.06 0.12
H -0.8095 -1.1829 -1.1812 0.02 0.02 -0.21 0.12
H -2.5080 -0.2934 0.6649 0.28 -0.12 0.26 0.06


15
Properties=species:S:1:pos:R:3:forces:R:3:lowdin_charge:R:1 method="wB97M-V/def2-TZVPD" spin_multiplicity=1 energy_ev=-10313.5067 homo_energy_ev=-8.444 de_lowest_kcal_mol=79.46
C -1.5622 -0.1114 0.3878 1.30 -0.01 -0.15 -0.03
N -1.1832 -0.4752 -1.9939 1.11 0.52 -0.40 0.13
C -0.9335 0.2396 -0.9790 -3.23 -0.91 -0.30 -0.61
C 1.4379 -0.4274 -0.1427 0.41 0.51 -0.51 -0.26
N 1.9549 0.5900 0.5385 0.29 -0.47 0.76 0.08
O -0.6222 1.5388 -1.1789 0.59 0.32 -0.02 0.03
O 1.4617 -1.5831 0.4827 0.22 -0.50 0.46 0.01
H -0.4573 1.9723 -0.3350 -0.09 -0.12 -0.04 0.09
H 2.0379 -1.6390 1.2785 -0.23 0.27 0.00 0.11
H -1.4582 -1.4241 -1.7791 -0.16 0.08 0.35 0.05
H 2.1525 1.4527 0.0618 -0.20 0.01 -0.01 0.09
H 2.2686 0.5036 1.5156 0.12 0.09 -0.38 0.11
H -1.4127 0.7028 1.0950 -0.12 -0.04 0.24 0.07
H -2.6238 -0.3358 0.2846 0.12 0.23 -0.16 0.08
H -1.0603 -1.0037 0.7641 -0.11 0.04 0.15 0.06


15
Properties=species:S:1:pos:R:3:forces:R:3:lowdin_charge:R:1 method="wB97M-V/def2-TZVPD" spin_multiplicity=1 energy_ev=-10314.1338 homo_energy_ev=-7.221 smiles="CC(NN)=C(O)O" de_lowest_kcal_mol=65.00
C 0.9132 0.5270 1.2077 -0.38 0.34 -0.11 -0.05
C 0.0155 0.2016 0.0504 -0.85 0.35 0.18 -0.31
N 0.6321 0.0261 -1.1972 -0.73 -0.16 -1.00 -0.09
N 1.6613 -0.9555 -1.1945 -0.12 -0.27 -0.27 -0.01
C -1.3297 0.2273 0.1005 0.73 -0.71 0.85 -0.38
O -2.0569 0.7101 1.1660 -0.15 -0.36 -0.29 0.06
O -2.1339 -0.3784 -0.8327 0.18 0.67 0.09 0.06
H 1.9336 0.2981 0.9151 0.02 -0.02 0.08 0.07
H 0.6582 -0.0631 2.0888 0.07 -0.04 0.07 0.08
H 0.8524 1.5845 1.4686 0.12 0.12 0.10 0.08
H -0.1434 -0.1069 -1.8801 1.16 -0.23 0.30 0.13
H 2.2309 -0.8201 -2.0233 -0.09 0.01 0.18 0.07
H 1.2953 -1.9089 -1.2021 -0.05 0.17 -0.07 0.08
H -1.4798 0.8540 1.9227 0.10 0.05 -0.07 0.10
H -3.0488 -0.1958 -0.5900 0.01 0.07 -0.04 0.11


15
Properties=species:S:1:pos:R:3:forces:R:3:lowdin_charge:R:1 method="wB97M-V/def2-TZVPD" spin_multiplicity=1 energy_ev=-10314.5786 homo_energy_ev=-9.256 de_lowest_kcal_mol=54.74
C 0.3365 -0.0766 -0.2270 -0.83 1.20 1.82 -0.49
C 1.3951 -1.1440 -0.1591 -0.09 0.28 0.72 -0.01
N -0.9884 -0.5368 -0.2804 -0.63 0.14 -0.76 0.06
N 0.5776 1.0055 -1.0308 -0.01 -0.78 -0.33 0.14
C -1.8740 0.3662 0.3934 -0.41 0.26 -1.53 -0.31
O 0.0858 0.4898 1.4893 1.34 -0.73 -0.40 -0.19
O -1.9536 1.5472 0.1176 -0.09 -1.18 0.43 0.02
H -0.0859 1.4361 1.6104 0.41 -0.19 -0.57 0.03
H -1.0904 -1.5027 -0.0043 0.00 0.14 0.24 0.13
H -0.1876 1.3030 -1.6319 0.66 0.47 0.67 0.12
H 1.4406 1.4979 -0.8612 -0.37 0.19 -0.49 0.11
H -2.6188 -0.1720 0.9936 0.09 0.13 0.26 0.13
H 2.3858 -0.6933 -0.1469 -0.02 0.00 -0.03 0.09
H 1.3144 -1.8086 -1.0212 -0.08 0.16 -0.04 0.09
H 1.2629 -1.7117 0.7587 0.06 -0.09 0.02 0.08


15
Properties=species:S:1:pos:R:3:forces:R:3:lowdin_charge:R:1 method="wB97M-V/def2-TZVPD" spin_multiplicity=1 energy_ev=-10314.1943 homo_energy_ev=-8.380 smiles=c1c[nH]cn1.O.O de_lowest_kcal_mol=63.60
C -2.2287 -1.5154 -1.2872 4.99 -2.10 3.18 -0.10
C -1.6360 -2.7669 -0.9115 -2.05 1.42 -1.62 -0.15
N -0.6289 -2.5079 -0.0685 1.85 0.45 2.56 -0.01
C -0.6522 -1.1100 0.2394 0.95 -2.98 -0.78 -0.21
N -1.4476 -0.5398 -0.6001 -2.41 0.81 0.29 0.01
H -3.0245 -1.3197 -1.9214 -1.09 0.51 -0.96 0.06
H -1.9815 -3.7780 -1.0908 0.31 0.17 -0.31 0.10
H 0.1526 -3.1422 0.2870 -2.14 1.04 -0.72 0.17
H -0.0974 -0.8587 1.1827 -0.43 0.70 -1.64 0.13
O 1.8645 2.1047 2.9624 -4.80 -1.27 0.23 0.03
H 1.8753 2.8079 3.5550 0.08 1.85 1.51 0.01
H 2.6878 1.9843 2.6590 4.71 -0.59 -1.75 -0.03
O 2.6890 4.0449 -1.0964 0.62 -4.56 -3.20 -0.06
H 2.7046 4.9429 -1.0716 0.01 4.20 0.33 -0.04
H 2.8915 3.8536 -2.0932 -0.61 0.35 2.88 0.10


15
Properties=species:S:1:pos:R:3:forces:R:3:lowdin_charge:R:1 method="wB97M-V/def2-TZVPD" spin_multiplicity=1 energy_ev=-10314.4021 homo_energy_ev=-9.069 smiles=c1c[nH]cn1.O.O de_lowest_kcal_mol=58.81
C 1.8483 -0.6925 -0.2222 1.27 1.46 -0.81 -0.13
C 1.7465 0.6964 0.0563 -2.19 -3.87 -1.08 -0.08
N 0.5205 1.0369 -0.5139 1.05 0.65 -1.92 0.03
C 0.2160 0.0643 -1.4495 -2.26 -0.77 1.52 -0.21
N 0.8099 -1.0594 -1.0999 1.78 0.47 -0.83 -0.01
H 2.7794 -1.3519 -0.1830 -1.76 0.98 0.46 0.12
H 2.4081 1.4891 0.1487 1.29 0.94 1.41 0.09
H 0.0448 1.9046 -0.3000 0.06 -0.08 -0.56 0.14
H -0.5672 0.0742 -2.2764 0.86 0.39 1.68 0.15
O -1.6607 1.1481 1.6156 0.46 -0.57 -1.04 -0.09
H -1.6772 0.2632 1.1637 -0.23 0.80 0.83 0.00
H -2.3265 1.1092 2.2944 -0.34 -0.14 0.30 0.02
O -1.5041 -1.5641 0.7109 1.74 1.22 -1.64 -0.08
H -0.7629 -1.1719 0.1352 -0.45 -0.59 1.80 0.02
H -1.8750 -1.9460 -0.0796 -1.28 -0.91 -0.12 0.04